# 1
{
  "formula": "C4H3I",
  "method": "ωB97M-V/def2-TZVPD",
  "orbital_gap_ev": 7.733,
  "relative_energy_kj_mol": 462.6,
  "total_energy_ev": -12289.704,
  "symbols": ["I", "C", "C", "C", "C", "H", "H", "H"],
  "positions_angstrom": [[0.82011, 2.60036, -2.89698], [0.02306, 0.09760, -1.12115], [0.51180, 0.68891, 1.49294], [0.33465, 0.35134, 0.35120], [0.15616, 0.68947, -2.90418], [0.87612, 0.70600, 2.47492], [-1.14036, -0.17666, -1.18672], [0.26775, -1.00043, -1.27247]],
  "forces_ev_per_angstrom": [[0.2, 0.4, 0.0], [-2.6, -2.8, -1.3], [0.3, -0.7, -0.8], [-0.3, 1.3, -2.7], [0.0, -0.9, 4.0], [0.0, 0.3, 0.8], [2.0, 1.3, 0.1], [0.5, 1.2, -0.2]]
}

# 2
{
  "formula": "C4H3I",
  "method": "ωB97M-V/def2-TZVPD",
  "orbital_gap_ev": [5.813, 5.815],
  "relative_energy_kj_mol": 323.0,
  "total_energy_ev": -12291.152,
  "symbols": ["I", "C", "C", "C", "C", "H", "H", "H"],
  "positions_angstrom": [[2.79914, -0.51634, -0.11750], [-0.27066, 1.10416, 0.08795], [-0.33029, -0.26741, -0.20090], [0.39017, 2.10436, 0.30322], [-0.82574, -1.44710, -0.15489], [0.18875, 3.00011, 0.79625], [-0.13461, -2.20673, -0.30208], [-1.81675, -1.77106, -0.41206]],
  "forces_ev_per_angstrom": [[-1.6, -0.1, -0.1], [1.1, -2.8, -1.2], [1.6, 2.2, 1.2], [-2.0, 0.2, 0.3], [-0.6, -0.1, -1.3], [0.9, 1.6, 0.4], [1.3, -1.5, 0.2], [-0.8, 0.5, 0.4]]
}

# 3
{
  "formula": "C4H3InO6",
  "method": "ωB97M-V/def2-TZVPD",
  "multiplicity": 2,
  "orbital_gap_ev": [3.186, 9.163],
  "s2": 1.76,
  "total_energy_ev": -21642.034,
  "total_charge": 1,
  "symbols": ["In", "O", "O", "O", "O", "O", "O", "C", "C", "C", "C", "H", "H", "H"],
  "positions_angstrom": [[3.98299, 1.96335, 0.15188], [2.36636, -1.12976, -0.27672], [4.02943, 0.25395, -0.74500], [-3.91485, 1.41671, -1.51812], [-1.08117, -0.49125, 0.19646], [-4.65069, 0.52931, 0.42377], [2.52066, 0.89731, 0.70742], [2.95949, 0.01797, -0.09942], [1.06404, -1.30756, 0.31008], [-3.74504, 0.78290, -0.51325], [0.02059, -0.41670, -0.37945], [1.11878, -1.11636, 1.39193], [0.82250, -2.36606, 0.13989], [-5.49309, 0.96619, 0.21054]],
  "forces_ev_per_angstrom": [[4.4, 7.3, 0.5], [0.8, 0.9, -0.1], [0.3, -2.5, -1.4], [0.7, -0.8, 1.2], [4.6, 0.8, -3.1], [0.5, -0.3, 0.3], [-3.4, -1.7, 1.6], [-1.6, -3.9, -0.8], [0.3, -0.3, 0.0], [-1.3, 1.1, -1.3], [-5.0, -1.1, 3.8], [-0.2, 0.1, -0.4], [0.0, 0.4, -0.1], [0.0, 0.1, -0.2]]
}

# 4
{
  "formula": "C4H3LiO2Rb",
  "method": "ωB97M-V/def2-TZVPD",
  "multiplicity": 2,
  "orbital_gap_ev": [9.138, 7.996],
  "relative_energy_kj_mol": 504.6,
  "s2": 0.77,
  "total_energy_ev": -9129.365,
  "total_charge": 2,
  "symbols": ["Rb", "O", "O", "C", "C", "C", "C", "Li", "H", "H", "H"],
  "positions_angstrom": [[-1.62816, -1.76545, 2.06283], [-0.81098, 1.02095, 1.41129], [-0.12583, -1.17113, -0.67435], [0.45151, 1.30346, 1.34088], [-0.56498, -0.54163, -1.73929], [-0.90733, -1.63524, -2.31963], [1.65475, 1.42980, 1.28297], [1.67706, 0.36172, -0.81334], [2.71088, 1.62513, 1.39716], [-1.38392, 1.75483, 1.13678], [-1.07301, -2.38246, -3.08530]],
  "forces_ev_per_angstrom": [[-0.1, -0.2, 0.2], [-0.4, -0.1, 0.0], [1.4, 1.0, 1.8], [1.2, 0.1, -0.2], [-0.6, -2.2, -0.1], [-1.0, 1.9, -2.6], [-0.4, -0.2, -0.3], [-0.1, -0.1, 0.2], [-0.4, 0.1, 0.1], [0.1, 0.2, 0.1], [0.4, -0.5, 0.6]]
}

# 5
{
  "formula": "C4H3N",
  "method": "ωB97M-V/def2-TZVPD",
  "orbital_gap_ev": 11.094,
  "relative_energy_kj_mol": 98.1,
  "total_energy_ev": -5683.491,
  "symbols": ["N", "C", "C", "C", "C", "H", "H", "H"],
  "positions_angstrom": [[-1.76724, 1.25606, -0.64431], [1.70797, 0.71253, -0.01050], [0.67070, 0.10892, 0.05219], [-1.62472, 0.17318, -0.27273], [-0.53879, -0.71713, 0.16470], [-0.68894, -1.03262, 1.19851], [2.70522, 1.09032, -0.00376], [-0.46419, -1.59125, -0.48410]],
  "forces_ev_per_angstrom": [[-1.6, -0.3, -0.1], [-0.3, -0.7, 0.2], [1.0, -0.3, 0.2], [1.1, 1.4, -0.3], [0.1, -0.2, 0.1], [0.0, -0.1, -0.1], [-0.2, 0.3, -0.1], [0.0, 0.0, 0.2]]
}

# 6
{
  "formula": "C4H3N",
  "method": "ωB97M-V/def2-TZVPD",
  "orbital_gap_ev": 9.256,
  "relative_energy_kj_mol": 156.7,
  "total_energy_ev": -5682.883,
  "symbols": ["N", "C", "C", "C", "C", "H", "H", "H"],
  "positions_angstrom": [[0.50956, 1.76302, 0.55509], [-0.37745, 0.94670, 0.50628], [-0.24394, -0.94490, -0.51196], [-1.13962, -0.03596, 0.10158], [0.79135, -1.41578, -0.90207], [1.53627, -2.01498, -1.33086], [1.11307, 1.88962, 1.35440], [-2.18923, -0.18773, 0.22755]],
  "forces_ev_per_angstrom": [[-0.3, 0.8, 0.1], [0.4, 0.8, 0.1], [0.4, -0.3, -0.1], [-0.2, -0.4, 0.0], [-0.7, -0.6, -0.3], [0.7, -0.2, -0.2], [0.0, -0.2, 0.2], [-0.3, 0.2, 0.1]]
}